Below is a molecular structure, C44H50BKN13O7S, with properties calculated with the ωB97M-V functional and the def2-TZVPD basis.

Values from the calculation:
LUMO level: 1.785 eV
relative energy (zero: lowest compared OMol25 entry of this formula, charge and spin): 66.8 kJ/mol
charge: -1
highest occupied orbital energy: -5.4669 eV
E_tot: -107986.942 eV
HOMO-LUMO gap: 7.3 eV
strongest force on any atom: 0.982 eV/A

Structure (XYZ):
```
117
Properties=species:S:1:pos:R:3:mulliken_charge:R:1
K -0.12117 0.36553 -0.02844 0.9767
C -2.73342 -4.99757 1.99890 -1.2800
C -2.79283 -3.50815 1.88808 0.6045
C -3.83563 -2.67163 2.21012 -1.5256
C -3.35705 -1.37134 1.93655 0.1761
N -2.11765 -1.42917 1.46253 0.4036
N -1.77605 -2.72838 1.44116 0.1011
B -0.44552 -3.24453 0.87030 -0.7161
N 0.76653 -2.46297 1.43100 1.3156
N 0.67058 -1.33099 2.12940 -0.9667
C 1.86882 -1.08063 2.64498 -0.3184
C 2.78901 -2.05904 2.20701 -0.6095
C 2.04223 -2.92558 1.43777 0.2826
C 2.48214 -4.15557 0.71782 -1.5574
C 2.07981 0.04751 3.55141 0.5952
C 3.32573 0.29492 4.12453 -0.2233
C 3.50810 1.36462 4.98964 -0.9732
C 2.44636 2.20363 5.29212 -0.3807
C 1.20146 1.97039 4.71944 -0.5558
C 1.01713 0.89996 3.86608 0.1075
N -0.50547 -3.16375 -0.67334 0.6003
N -0.71987 -1.99417 -1.28788 0.2264
C -0.75164 -2.24979 -2.59402 -0.4188
C -0.54743 -3.62602 -2.82144 -1.6940
C -0.39842 -4.17514 -1.56751 0.7689
C -0.20930 -5.61908 -1.22827 -1.3850
C -1.05641 -1.22756 -3.59438 0.6276
C -1.70492 -0.04972 -3.22426 0.5478
C -2.05911 0.89017 -4.17702 -0.1555
C -1.77706 0.66883 -5.51786 -0.7111
C -1.12523 -0.49524 -5.89541 -0.7933
C -0.76532 -1.43215 -4.94238 -0.6269
C -4.05865 -0.11682 2.23004 0.3175
C -3.35100 0.99461 2.68310 0.2318
C -4.01330 2.16083 3.02519 -0.4798
C -5.39722 2.23083 2.94318 -0.5063
C -6.11295 1.12765 2.49912 -0.6501
C -5.44810 -0.03486 2.14144 -0.6318
H -3.64019 -5.35518 2.48438 0.3845
H -1.87182 -5.31135 2.58916 0.2409
H -2.65346 -5.46900 1.01718 0.1484
H -4.79265 -2.94596 2.62346 0.4727
H -0.30811 -4.39307 1.18390 -0.1604
H 3.83614 -2.15896 2.44422 0.4690
H 3.53542 -4.34241 0.91990 0.4193
H 2.34823 -4.03461 -0.35951 0.2170
H 1.90311 -5.02493 1.03531 0.2309
H 4.16484 -0.35131 3.89697 0.3301
H 4.48317 1.53246 5.43410 0.4072
H 2.57804 3.02410 5.98661 0.4427
H 0.37696 2.63698 4.94035 0.4009
H 0.04963 0.69227 3.42633 0.2678
H -0.53906 -4.15803 -3.75895 0.4337
H -0.56755 -6.23030 -2.05569 0.4331
H -0.75771 -5.89210 -0.32846 0.2132
H 0.84282 -5.86082 -1.06101 0.1437
H -1.94118 0.07164 -2.16910 0.3108
H -2.57117 1.79925 -3.88915 0.3056
H -2.05954 1.40298 -6.26309 0.4366
H -0.89270 -0.66853 -6.93975 0.3686
H -0.25180 -2.33569 -5.24812 0.3354
H -2.27570 0.92134 2.75296 0.2334
H -3.44880 3.02435 3.35610 0.4043
H -5.91351 3.14165 3.22105 0.3660
H -7.19264 1.17629 2.42151 0.3621
H -6.00883 -0.88558 1.77213 0.4351
C 3.30483 6.77986 5.79076 -1.2230
C 4.34843 6.37602 4.76117 -0.5414
S 3.53590 6.16589 3.15700 1.1766
O 3.54083 7.44155 2.47939 -0.7138
O 2.26390 5.52676 3.36186 -0.5726
C 4.64577 5.06935 2.25040 -0.6325
C 4.06877 4.68572 0.87542 -1.5878
N 3.59511 3.31426 0.80016 0.2739
C 2.31518 2.85771 0.78031 -0.4008
N 2.27796 1.52600 0.73236 1.4981
C 3.54441 1.09980 0.74147 -0.7846
C 4.40015 2.17686 0.78817 -1.0879
N 5.79379 2.15935 0.86443 1.0683
O 6.40980 3.22882 0.92075 -0.6906
O 6.34532 1.06691 0.89315 -0.6735
C 1.10768 3.70040 0.72101 0.0270
H 3.74760 6.84110 6.78391 0.3788
H 2.49718 6.04963 5.80918 0.3093
H 2.87543 7.74872 5.53588 0.3610
H 4.81431 5.42081 5.00366 0.3685
H 5.11042 7.13752 4.60607 0.4204
H 4.82310 4.18965 2.86919 0.5740
H 5.56597 5.63991 2.13798 0.4675
H 4.85655 4.80015 0.14081 0.3596
H 3.25184 5.35535 0.60762 0.8006
H 3.79944 0.05356 0.70209 0.7331
H 1.27388 4.70597 1.09159 0.5871
H 0.33221 3.21558 1.31164 -0.3859
H 0.75690 3.71942 -0.31370 -0.0484
C 0.16443 4.17337 -5.22856 -1.0751
N 0.58748 3.13078 -4.31992 0.3522
C 1.32188 2.06773 -4.75655 -0.0487
C 1.69389 1.08408 -3.92924 -1.1366
C 1.28276 1.14149 -2.52877 0.1244
O 1.59844 0.25859 -1.72241 -0.6631
N 0.53190 2.21435 -2.13466 0.6364
C 0.15428 3.17863 -2.97696 -0.1617
O -0.55711 4.15551 -2.65715 -0.8137
H 0.90581 4.29571 -6.01826 0.3955
H 0.06223 5.09750 -4.66709 0.3240
H -0.80571 3.94202 -5.68030 0.2495
H 1.57860 2.07706 -5.80917 0.3571
H 2.27360 0.23740 -4.26467 0.4742
N -1.97846 4.40273 -0.00032 -0.4449
C -2.14108 3.05889 -0.24011 0.0336
N -2.84619 2.77763 -1.38266 -0.4260
O -1.79574 2.19653 0.55693 -0.1318
H -1.81287 4.96561 -0.82053 0.3301
H -1.37219 4.60575 0.77559 0.2518
H -2.64369 3.39628 -2.15477 0.4204
H -2.83514 1.80118 -1.62208 0.1145
```